Run one
Computed, not measured: a cluster of 9 separate species, H18O9 in total, with the ωB97M-V functional and the def2-TZVPD basis.

As for the spin multiplicity: 1. The SMILES is O.O.O.O.O.O.O.O.O. For the HOMO energy, the calculation gives -10.40 eV.

```
27
Properties=species:S:1:pos:R:3:nbo_charge:R:1
O 0.221 0.280 -0.274 -0.942
H -0.245 0.998 0.169 0.474
H 1.091 0.273 0.142 0.466
O -2.850 -0.060 2.504 -0.927
H -2.804 -1.013 2.643 0.464
H -2.030 0.271 2.887 0.463
O 2.690 -0.456 3.218 -0.942
H 2.027 -0.117 3.829 0.471
H 3.515 -0.404 3.714 0.472
O -4.810 0.482 -1.053 -0.935
H -5.143 -0.407 -1.220 0.464
H -3.980 0.517 -1.542 0.470
O -1.329 -3.697 -1.359 -0.937
H -0.855 -3.513 -0.540 0.473
H -2.213 -3.945 -1.067 0.464
O 2.289 -2.431 -0.233 -0.938
H 2.522 -1.720 -0.839 0.453
H 2.827 -2.259 0.549 0.478
O 3.402 2.649 -1.635 -0.940
H 2.489 2.731 -1.932 0.473
H 3.568 3.471 -1.159 0.467
O -1.531 3.317 0.117 -0.944
H -2.093 4.098 0.163 0.475
H -1.186 3.329 -0.783 0.470
O 1.268 -0.541 -2.316 -0.914
H 2.223 -0.577 -2.196 0.441
H 0.937 -1.275 -1.785 0.480
```

---

Run two
Computed, not measured: a cluster of 9 separate species, H18O9 in total, with the ωB97M-V functional and the def2-TZVPD basis.

As for the spin multiplicity: 1. The SMILES is O.O.O.O.O.O.O.O.O. For the HOMO energy, the calculation gives -10.62 eV.

```
27
Properties=species:S:1:pos:R:3:nbo_charge:R:1
O 0.861 -0.224 2.575 -0.940
H 1.501 -0.514 3.316 0.465
H 1.385 -0.366 1.833 0.477
O 1.461 1.383 0.489 -0.959
H 1.241 2.394 0.715 0.512
H 1.357 1.101 -0.266 0.448
O -1.055 -2.501 -0.646 -0.981
H -2.020 -2.771 -1.018 0.496
H -1.057 -1.722 -1.264 0.488
O -1.455 0.306 -1.046 -1.002
H -1.926 1.141 -0.887 0.504
H -0.681 0.480 -0.330 0.489
O 4.205 0.400 -2.304 -0.904
H 3.765 0.431 -3.074 0.456
H 3.714 -0.022 -1.752 0.449
O -3.325 -1.512 -2.544 -0.975
H -3.179 -0.821 -1.971 0.490
H -2.740 -1.597 -3.349 0.491
O -2.237 2.494 0.455 -0.995
H -3.282 2.525 0.614 0.489
H -1.806 2.705 1.374 0.514
O 1.382 -3.844 0.134 -1.004
H 0.605 -3.374 -0.268 0.518
H 1.288 -4.359 0.886 0.473
O 0.424 3.107 2.515 -0.958
H 0.863 2.263 2.314 0.481
H 0.712 2.900 3.498 0.480
```

---

run one takes first place; second place is 0.0861 hartree up.

---

Run one
Computed, not measured: a cluster of 9 separate species, H18O9 in total, with the ωB97M-V functional and the def2-TZVPD basis.

As for the spin multiplicity: 1. The SMILES is O.O.O.O.O.O.O.O.O. For the HOMO energy, the calculation gives -11.58 eV.

```
27
Properties=species:S:1:pos:R:3:nbo_charge:R:1
O -0.816 0.015 0.710 -0.942
H -0.720 0.067 -0.248 0.481
H 0.052 0.263 1.047 0.470
O 2.348 -1.930 -1.456 -0.949
H 1.544 -2.250 -1.879 0.490
H 2.274 -0.971 -1.506 0.446
O 0.156 -3.280 -0.771 -0.952
H 1.053 -3.371 -0.431 0.483
H -0.252 -2.633 -0.184 0.474
O 5.088 1.353 1.713 -0.928
H 5.477 0.746 1.074 0.471
H 4.144 1.163 1.673 0.457
O 2.130 1.256 -2.344 -0.906
H 1.547 0.511 -2.527 0.459
H 2.561 1.019 -1.515 0.453
O -0.723 -1.859 2.463 -0.941
H 0.152 -1.493 2.297 0.450
H -1.270 -1.487 1.763 0.484
O -3.851 3.351 -0.501 -0.937
H -4.069 4.115 0.045 0.466
H -3.446 2.730 0.115 0.471
O -4.563 -1.665 -0.056 -0.930
H -4.435 -1.962 -0.964 0.468
H -3.668 -1.533 0.276 0.462
O 0.030 2.632 0.232 -0.941
H 0.845 2.538 0.739 0.459
H -0.183 3.569 0.302 0.482
```

---

Run two
Computed, not measured: a cluster of 9 separate species, H18O9 in total, with the ωB97M-V functional and the def2-TZVPD basis.

As for the spin multiplicity: 1. The SMILES is O.O.O.O.O.O.O.O.O. For the HOMO energy, the calculation gives -10.92 eV.

```
27
Properties=species:S:1:pos:R:3:nbo_charge:R:1
O -1.375 -1.125 1.374 -0.973
H -1.059 -1.749 0.680 0.486
H -2.219 -1.500 1.654 0.482
O 4.244 -0.575 -1.501 -0.955
H 3.885 0.140 -0.968 0.480
H 4.139 -1.446 -1.085 0.491
O -3.686 1.330 1.813 -0.961
H -3.221 0.794 1.169 0.486
H -3.128 1.948 2.286 0.475
O -2.898 -0.573 -3.098 -0.930
H -3.612 0.007 -2.785 0.465
H -2.364 0.086 -3.590 0.465
O 0.334 2.766 -0.692 -0.934
H 1.027 2.395 -1.264 0.472
H -0.407 2.784 -1.308 0.462
O 0.186 1.333 2.459 -0.969
H -0.559 1.691 2.953 0.468
H -0.159 0.484 2.151 0.498
O -1.150 -3.705 -0.072 -0.958
H -1.266 -4.398 0.579 0.491
H -0.300 -3.264 -0.077 0.476
O 1.711 0.113 -2.296 -0.963
H 1.723 -0.749 -2.723 0.473
H 2.659 0.288 -2.134 0.475
O 2.907 0.756 2.118 -0.954
H 2.413 1.175 2.844 0.480
H 2.174 0.992 1.513 0.472
```

---

run two takes first place; second place is 0.0124 hartree up.

---

Run one
Computed, not measured: a cluster of 9 separate species, H18O9 in total, with the ωB97M-V functional and the def2-TZVPD basis.

As for the spin multiplicity: 1. The SMILES is O.O.O.O.O.O.O.O.O. For the HOMO energy, the calculation gives -9.86 eV.

```
27
Properties=species:S:1:pos:R:3:nbo_charge:R:1
O 15.235 14.387 29.254 -0.963
H 15.466 13.498 29.528 0.461
H 14.493 14.298 28.584 0.478
O 11.159 15.175 29.352 -0.966
H 11.848 15.108 28.702 0.478
H 11.609 14.746 30.027 0.482
O 9.617 14.018 27.429 -0.967
H 9.228 14.689 26.900 0.465
H 9.985 14.489 28.145 0.483
O 12.374 17.784 27.993 -0.919
H 13.279 17.836 28.270 0.474
H 12.516 17.162 27.276 0.469
O 12.913 14.284 27.621 -0.930
H 13.471 14.059 26.888 0.490
H 12.724 13.391 27.852 0.481
O 10.949 12.075 32.546 -0.961
H 11.631 12.629 32.126 0.485
H 10.948 11.219 32.047 0.458
O 9.896 17.713 28.847 -0.988
H 10.865 17.674 28.762 0.482
H 9.687 17.020 29.430 0.476
O 8.072 15.988 30.264 -0.937
H 7.638 16.107 29.412 0.476
H 8.522 15.195 30.237 0.469
O 12.734 13.379 30.954 -0.949
H 12.777 12.703 30.293 0.471
H 13.628 13.708 31.040 0.502
```

---

Run two
Computed, not measured: a cluster of 9 separate species, H18O9 in total, with the ωB97M-V functional and the def2-TZVPD basis.

As for the spin multiplicity: 1. The SMILES is O.O.O.O.O.O.O.O.O. For the HOMO energy, the calculation gives -9.91 eV.

```
27
Properties=species:S:1:pos:R:3:nbo_charge:R:1
O 0.997 -0.457 -0.571 -0.937
H 1.420 -0.839 0.226 0.474
H 0.807 0.412 -0.221 0.452
O 2.149 0.500 1.174 -0.932
H 2.162 0.115 2.055 0.464
H 1.736 1.447 1.241 0.473
O -2.746 -1.162 -3.564 -0.950
H -2.902 -0.253 -3.350 0.476
H -2.534 -1.683 -2.714 0.475
O 1.028 -4.122 2.994 -0.923
H 1.169 -5.053 2.675 0.466
H 0.338 -3.890 2.457 0.457
O 0.149 -1.726 -2.525 -0.914
H -0.473 -2.141 -3.019 0.450
H 0.723 -2.420 -2.122 0.465
O -2.576 2.979 -2.063 -0.922
H -2.610 3.615 -1.362 0.469
H -3.034 2.185 -1.576 0.454
O 0.292 3.196 0.899 -0.920
H -0.352 2.481 0.565 0.473
H 0.441 2.843 1.788 0.456
O 3.827 -0.343 0.692 -0.894
H 4.020 -0.471 1.571 0.444
H 4.487 -0.977 0.328 0.445
O -2.554 2.212 1.597 -0.942
H -2.381 1.302 1.356 0.466
H -3.581 2.249 1.469 0.477
```

---

Run three
Computed, not measured: a cluster of 9 separate species, H18O9 in total, with the ωB97M-V functional and the def2-TZVPD basis.

As for the spin multiplicity: 1. The SMILES is O.O.O.O.O.O.O.O.O. For the HOMO energy, the calculation gives -10.71 eV.

```
27
Properties=species:S:1:pos:R:3:nbo_charge:R:1
O -0.406 2.289 1.646 -1.049
H 0.531 1.944 1.184 0.490
H -0.653 1.457 2.236 0.500
O 1.506 1.381 0.297 -0.962
H 0.879 1.501 -0.553 0.535
H 2.034 2.117 0.225 0.484
O -0.591 -0.705 2.223 -1.056
H -0.732 -0.803 1.127 0.529
H -1.373 -1.309 2.627 0.493
O -2.097 1.465 -0.285 -1.017
H -1.691 1.938 0.550 0.536
H -2.867 2.033 -0.513 0.482
O -1.917 -1.003 -0.105 -1.017
H -1.527 -1.522 -0.926 0.516
H -2.276 -0.157 -0.358 0.502
O -0.016 1.369 -2.033 -1.012
H -0.909 1.632 -1.662 0.502
H -0.177 0.362 -2.193 0.514
O -0.128 -1.409 -2.066 -1.043
H 0.835 -1.658 -1.642 0.536
H -0.253 -1.842 -2.947 0.490
O 1.975 -1.121 1.562 -0.977
H 1.847 -0.300 1.126 0.496
H 1.174 -1.300 2.127 0.521
O 2.017 -2.351 -0.791 -0.999
H 1.833 -1.978 0.170 0.517
H 2.982 -2.030 -1.028 0.489
```

---

run three takes first place; second place is 0.0218 hartree up.

---

Run one
Computed, not measured: a structure of composition C20H11Cl7N4S2Se4W, with the ωB97M-V functional and the def2-TZVPD basis.

As for the spin multiplicity: 3. The net charge is -2. The expectation value of S² is 2.0361. For the HOMO energy (alpha / beta), the calculation gives -0.93 / -1.46 eV.

```
49
Properties=species:S:1:pos:R:3:nbo_charge:R:1
W 0.585 0.040 0.588 0.932
C 0.914 -4.787 -1.599 -0.747
S -0.496 -3.881 -2.281 0.221
C -0.329 -2.348 -1.416 -0.111
S 0.158 -2.373 0.226 0.018
N -0.641 -1.279 -2.044 -0.348
N -0.530 -0.161 -1.237 -0.358
C -1.216 0.881 -1.716 -0.040
C -1.292 2.034 -0.946 0.173
C -2.031 3.193 -1.294 -0.247
C -2.126 4.219 -0.402 -0.194
C -1.499 4.102 0.854 -0.321
C -0.762 2.971 1.121 0.071
N -0.611 1.977 0.242 -0.502
H 0.968 -5.727 -2.149 0.203
H 0.783 -4.987 -0.538 0.233
H 1.835 -4.224 -1.736 0.245
H -1.717 0.774 -2.668 0.211
H -2.517 3.231 -2.261 0.205
H -2.688 5.111 -0.655 0.197
H -1.569 4.880 1.601 0.206
H -0.242 2.844 2.061 0.237
Cl 1.868 1.541 2.089 -0.345
C 2.139 2.720 -0.253 0.155
C 1.704 1.608 -0.910 -0.375
C 1.762 1.780 -2.308 0.040
Cl 1.485 0.467 -3.419 0.013
C 2.099 3.018 -2.885 -0.148
Cl 2.083 3.218 -4.609 -0.003
C 2.446 4.113 -2.101 -0.085
Cl 2.828 5.649 -2.816 -0.006
C 2.488 3.941 -0.718 -0.179
Cl 2.955 5.238 0.350 -0.020
Se 2.890 -0.647 -0.471 -0.153
Se 3.820 -2.746 0.210 -0.182
Se 2.521 -3.429 2.064 -0.104
Se 1.709 -1.360 2.706 -0.121
Cl -3.277 -1.120 0.304 -0.014
C -3.186 -0.630 1.969 0.018
C -4.319 -0.713 2.749 -0.255
C -4.297 -0.300 4.075 -0.287
C -3.114 0.210 4.593 -0.229
C -1.984 0.292 3.810 -0.065
Cl -0.537 0.968 4.490 0.002
C -1.941 -0.139 2.454 0.073
N -0.861 -0.078 1.698 -0.629
H -5.223 -1.103 2.299 0.209
H -5.186 -0.368 4.688 0.196
H -3.053 0.555 5.617 0.210
```

---

Run two
Computed, not measured: a structure of composition C20H11Cl7N4S2Se4W, with the ωB97M-V functional and the def2-TZVPD basis.

As for the spin multiplicity: 3. The net charge is -2. The expectation value of S² is 2.0264. For the HOMO energy (alpha / beta), the calculation gives -0.71 / -1.70 eV.

```
49
Properties=species:S:1:pos:R:3:nbo_charge:R:1
W -0.556 0.348 0.520 1.174
C 0.695 3.540 -4.010 -0.754
S -0.511 2.235 -4.302 0.230
C -0.825 1.637 -2.655 -0.099
S -0.144 2.346 -1.265 -0.168
N -1.591 0.606 -2.636 -0.377
N -1.827 0.097 -1.381 -0.346
C -2.730 -0.872 -1.415 -0.008
C -3.007 -1.591 -0.259 0.093
C -3.913 -2.682 -0.241 -0.221
C -4.098 -3.391 0.905 -0.197
C -3.378 -3.008 2.059 -0.336
C -2.532 -1.930 1.985 0.088
N -2.330 -1.203 0.871 -0.530
H 0.712 4.145 -4.917 0.207
H 1.686 3.133 -3.817 0.217
H 0.393 4.158 -3.168 0.241
H -3.210 -1.099 -2.358 0.199
H -4.432 -2.932 -1.157 0.203
H -4.781 -4.232 0.930 0.194
H -3.481 -3.538 2.995 0.204
H -1.979 -1.607 2.853 0.233
Cl -0.746 0.359 2.983 -0.427
C 0.387 -1.494 0.956 -0.081
C 0.182 -1.422 -0.362 -0.215
C 0.529 -2.413 -1.240 -0.066
Cl 0.285 -2.275 -2.947 0.015
C 1.127 -3.546 -0.675 -0.092
Cl 1.591 -4.872 -1.695 -0.002
C 1.360 -3.619 0.705 -0.083
Cl 2.133 -5.026 1.364 -0.002
C 0.983 -2.571 1.556 -0.102
Cl 1.272 -2.665 3.265 0.004
Se -2.689 2.118 0.909 0.090
Se -4.772 2.197 1.822 -0.523
Se -2.488 5.385 2.593 -0.293
Se -1.210 3.758 1.827 0.146
Cl 2.711 0.197 -1.646 0.020
C 3.242 1.126 -0.282 -0.076
C 4.565 1.529 -0.265 -0.222
C 5.065 2.269 0.793 -0.257
C 4.222 2.590 1.846 -0.231
C 2.905 2.175 1.835 -0.070
Cl 1.909 2.566 3.193 0.028
C 2.343 1.434 0.769 0.174
N 1.061 1.042 0.761 -0.608
H 5.195 1.255 -1.102 0.213
H 6.100 2.585 0.802 0.200
H 4.577 3.156 2.696 0.214
```

---

run two takes first place; second place is 0.0137 hartree up.

---

Run one
Computed, not measured: the molecule C2H3N3S, with the ωB97M-V functional and the def2-TZVPD basis.

As for the spin multiplicity: 1. The SMILES is [H]/N=C(\C#N)NS. For the HOMO energy, the calculation gives -9.79 eV.

```
9
Properties=species:S:1:pos:R:3:nbo_charge:R:1
H -2.386 1.348 -0.540 0.390
N -1.441 1.493 -0.137 -0.630
C -0.655 0.597 0.056 0.341
C -1.233 -0.741 -0.047 0.190
N -1.975 -1.631 0.119 -0.274
N 0.696 0.792 0.324 -0.738
S 1.830 -0.381 -0.195 0.192
H 0.945 1.705 0.469 0.406
H 2.531 -0.680 1.003 0.123
```

---

Run two
Computed, not measured: a structure of composition C2H3N3S, with the ωB97M-V functional and the def2-TZVPD basis.

As for the spin multiplicity: 1. For the HOMO energy, the calculation gives -8.94 eV.

```
9
Properties=species:S:1:pos:R:3:nbo_charge:R:1
C -0.716 -0.493 0.006 0.209
C 1.015 0.601 0.160 0.183
H -1.006 -1.800 1.642 0.158
H 1.847 1.370 0.546 0.230
H 0.658 1.669 -1.614 0.410
N 0.395 -0.443 0.720 -0.530
N 0.408 0.738 -1.002 -0.346
N -0.710 0.055 -1.117 -0.309
S -1.892 -1.697 0.658 -0.005
```

---

Run three
Computed, not measured: the molecule C2H3N3S, with the ωB97M-V functional and the def2-TZVPD basis.

As for the spin multiplicity: 1. The SMILES is S=c1nc[nH][nH]1. For the HOMO energy, the calculation gives -8.35 eV.

```
9
Properties=species:S:1:pos:R:3:nbo_charge:R:1
S -1.392 2.395 -0.498 -0.153
C -0.448 1.072 -0.278 0.172
N 0.719 0.715 -0.946 -0.469
C 1.032 -0.467 -0.516 0.259
N 0.130 -1.004 0.360 -0.411
N -0.724 0.053 0.641 -0.426
H 1.889 -1.051 -0.818 0.210
H 0.444 -1.545 1.179 0.408
H -1.650 -0.168 0.874 0.411
```

---

Run four
Computed, not measured: the molecule C2H3N3S, with the ωB97M-V functional and the def2-TZVPD basis.

As for the spin multiplicity: 1. For the HOMO energy (alpha / beta), the calculation gives -8.94 / -8.50 eV.

```
9
Properties=species:S:1:pos:R:3:nbo_charge:R:1
C 0.214 1.008 0.778 -0.247
C 0.500 -0.901 -0.803 -0.325
N -2.003 0.799 0.755 -0.098
N -0.791 -0.820 -0.288 -0.328
N -0.960 0.213 0.405 0.023
S 1.341 0.783 -0.537 0.287
H 0.086 1.701 1.548 0.241
H 0.889 -1.692 -0.043 0.225
H 0.725 -1.092 -1.816 0.223
```

---

run three takes first place; second place is 0.0335 hartree up.